{
  "formula": "C32H31CuI2NO4PS",
  "method": "ωB97M-V/def2-TZVPD",
  "symbols": ["Cu", "I", "C", "C", "C", "I", "C", "C", "C", "C", "N", "C", "C", "O", "H", "H", "H", "H", "C", "C", "C", "O", "H", "H", "H", "H", "H", "H", "O", "P", "C", "C", "C", "C", "C", "C", "C", "C", "C", "C", "C", "C", "C", "C", "C", "C", "C", "C", "H", "H", "H", "H", "H", "H", "H", "H", "H", "H", "H", "H", "H", "H", "H", "C", "S", "C", "O", "H", "H", "H", "H", "H", "H"],
  "xyz": [[-0.054819, 0.141140, 0.070795], [3.821448, 2.804138, -1.998946], [2.256112, 1.756907, -2.885358], [2.166375, 1.766836, -4.295767], [1.242877, 1.005672, -4.960810], [1.145617, 1.123627, -7.037732], [0.373776, 0.145886, -4.227273], [-0.541486, -0.772193, -4.785309], [-1.254041, -1.599985, -3.963351], [-1.085404, -1.500392, -2.571954], [-0.279077, -0.627590, -2.020158], [0.456519, 0.174828, -2.825690], [1.379883, 1.011660, -2.126456], [1.381116, 0.940627, -0.828853], [2.852050, 2.391278, -4.849817], [-0.656527, -0.822950, -5.859185], [-1.940296, -2.330153, -4.364979], [-1.627252, -2.149938, -1.901339], [-3.364529, 0.852928, 1.012281], [-3.161932, -0.547748, 0.506894], [-4.266736, -1.548879, 0.640222], [-2.109368, -0.863194, -0.020137], [-4.394128, 1.057696, 1.293856], [-3.039073, 1.560088, 0.251176], [-2.719500, 0.994446, 1.881194], [-4.940333, -1.307888, 1.457411], [-3.850322, -2.545172, 0.762802], [-4.848315, -1.532416, -0.284113], [-0.192882, -0.972508, 1.799331], [0.831846, -1.064814, 2.909973], [1.010383, -2.790930, 3.385206], [0.955595, -3.726487, 2.351938], [1.082644, -5.076081, 2.625949], [1.255071, -5.504542, 3.934769], [1.294536, -4.581797, 4.966999], [1.169352, -3.227916, 4.695178], [2.436228, -0.461754, 2.348446], [2.878089, -0.923968, 1.110540], [4.080273, -0.487654, 0.583056], [4.860782, 0.409387, 1.294677], [4.436526, 0.867026, 2.532595], [3.229583, 0.435059, 3.058674], [0.313392, -0.101760, 4.335483], [1.075942, 0.040835, 5.494962], [0.600502, 0.799313, 6.551919], [-0.642154, 1.412366, 6.463823], [-1.410117, 1.264333, 5.319307], [-0.932352, 0.511590, 4.257532], [0.793557, -3.398862, 1.334135], [1.040623, -5.795255, 1.820325], [1.347190, -6.559986, 4.150268], [1.416623, -4.913910, 5.987980], [1.182194, -2.525424, 5.515960], [2.282326, -1.629820, 0.543961], [4.400730, -0.838874, -0.387549], [5.797853, 0.755628, 0.880951], [5.045517, 1.565684, 3.090384], [2.905213, 0.821566, 4.014898], [2.044332, -0.435152, 5.581999], [1.196783, 0.905611, 7.447086], [-1.012628, 2.000789, 7.291949], [-2.382244, 1.732393, 5.254159], [-1.515599, 0.393196, 3.354888], [0.760379, 3.546881, 2.938703], [-0.137500, 3.214970, 1.429098], [1.078924, 3.806226, 0.262732], [-0.103674, 1.701060, 1.351222], [0.798611, 4.624156, 3.083472], [1.758745, 3.122644, 2.856599], [0.209998, 3.081017, 3.753260], [1.361162, 4.821921, 0.533397], [0.642975, 3.792288, -0.733042], [1.929541, 3.126820, 0.298377]],
  "atomic_forces_ev_per_a": [[-0.15, -0.33, -0.95], [-0.02, -0.01, 0.03], [-0.01, -0.01, -0.19], [-0.18, -0.15, -0.01], [0.03, 0.05, 0.17], [0.00, -0.02, -0.04], [0.09, 0.04, -0.18], [0.00, 0.04, 0.02], [0.07, 0.04, 0.05], [-0.16, -0.18, -0.07], [-0.04, 0.08, 0.52], [0.21, 0.13, -0.14], [0.06, -0.19, -0.15], [0.37, 0.50, 0.62], [0.01, 0.01, -0.04], [0.00, -0.01, -0.03], [-0.02, -0.03, 0.00], [-0.06, 0.00, 0.04], [-0.09, -0.02, 0.01], [0.01, 0.07, 0.02], [0.03, -0.01, 0.01], [-0.07, 0.23, 0.23], [-0.01, -0.01, -0.01], [0.03, 0.04, -0.03], [-0.02, 0.02, -0.04], [-0.02, 0.00, 0.06], [0.00, -0.04, -0.02], [-0.05, 0.02, -0.04], [0.28, -0.19, -0.10], [-0.01, 0.03, -0.07], [-0.09, 0.03, -0.02], [0.02, 0.00, -0.04], [0.01, -0.03, 0.02], [-0.01, -0.02, -0.01], [0.00, 0.00, 0.00], [0.05, 0.04, 0.06], [-0.01, -0.05, 0.07], [0.02, -0.12, -0.04], [-0.01, 0.01, 0.00], [0.02, 0.00, -0.03], [0.03, 0.03, 0.00], [-0.09, 0.12, 0.03], [0.05, -0.06, 0.04], [0.02, 0.00, 0.02], [-0.01, 0.01, 0.01], [0.01, 0.02, 0.03], [0.00, 0.00, -0.02], [-0.06, -0.02, -0.02], [-0.02, 0.03, -0.04], [-0.01, -0.03, -0.03], [0.01, -0.03, 0.00], [0.00, -0.01, 0.04], [-0.01, 0.02, 0.01], [-0.04, 0.00, -0.01], [0.01, -0.01, -0.03], [0.03, 0.01, -0.01], [0.01, 0.01, 0.01], [0.01, 0.00, -0.03], [0.00, -0.02, 0.00], [0.02, 0.01, 0.03], [-0.01, 0.01, 0.02], [-0.05, 0.02, 0.00], [0.06, -0.03, 0.06], [-0.02, 0.05, -0.09], [0.07, 0.06, -0.01], [0.04, -0.07, 0.11], [-0.33, -0.16, 0.15], [0.02, 0.07, 0.02], [0.05, -0.05, -0.02], [-0.03, -0.02, 0.00], [-0.03, 0.06, 0.00], [-0.02, -0.02, -0.03], [-0.02, 0.04, 0.04]],
  "spin_multiplicity": 2,
  "energy_ev": -124328.56003,
  "de_lowest_kcal_mol": 19.6,
  "charge": 1,
  "homo_energy_ev": [-9.9, -9.8]
}